1.
Entry from OMol25: an isolated molecule of C5H11NO (ωB97M-V with the def2-TZVPD basis set).

The geometry in XYZ format:
```
18
Properties=species:S:1:pos:R:3:forces:R:3
H 0.361 2.359 -0.967 0.1 -0.1 0.0
H 1.857 1.645 -0.354 -0.1 -0.1 -0.1
H 1.223 -0.568 -1.390 -0.1 0.0 0.1
C 1.112 1.582 -1.153 0.0 0.1 0.0
H 0.900 -1.388 1.143 -0.1 0.3 0.0
N 0.398 -0.504 1.166 0.1 0.0 0.2
H -0.656 0.796 2.347 0.1 -0.1 0.1
C -1.365 -1.305 -0.313 0.0 -0.1 -0.1
H 1.606 1.832 -2.099 0.0 -0.1 0.2
H -2.104 -1.024 -1.071 0.1 0.0 0.1
H -0.798 -2.164 -0.690 -0.1 0.0 0.0
C -0.398 -0.162 -0.009 -0.1 0.1 -0.1
C 0.458 0.203 -1.228 0.0 0.0 -0.1
O 0.419 -0.522 3.463 0.1 0.0 -0.2
H -0.202 0.164 -2.104 0.1 0.0 0.1
H -1.884 -1.618 0.599 0.0 0.1 -0.2
C 0.041 -0.064 2.408 0.0 0.0 -0.1
H -0.966 0.739 0.253 0.0 -0.2 0.1
```
Positions in Å, forces in eV/Å.

Results
Spin multiplicity: 1
Frontier orbital gap: 10.69 eV
Structure (SMILES): CC[C@@H](C)NC=O
M: 101.15 u
Charge: 0

2.
Entry from OMol25: an isolated molecule of C15H23N3O3 (ωB97M-V with the def2-TZVPD basis set).

The geometry in XYZ format:
```
44
Properties=species:S:1:pos:R:3:forces:R:3
C -0.817 1.338 -0.542 2.1 0.9 -2.4
H 0.609 0.363 -3.500 -0.8 0.0 1.4
H -2.146 2.745 -0.233 1.2 0.2 0.9
H -0.791 -0.168 3.336 -0.5 -0.2 -0.5
O 3.439 1.957 0.958 -0.4 0.9 0.7
N -1.210 2.496 0.171 -4.8 -1.2 0.9
H -0.135 -0.379 -2.004 0.3 -0.7 -0.2
C 3.144 0.697 1.217 -1.1 -1.9 -0.2
H -3.052 0.663 -2.549 0.3 -1.2 -0.5
H -3.403 -0.497 -3.856 -1.1 0.2 -1.1
H 0.882 -2.829 0.458 0.2 0.2 0.0
H -3.249 -2.040 0.352 -1.0 0.1 -0.3
N 0.804 1.332 1.248 -1.5 0.7 1.1
C 0.178 -1.365 1.940 1.2 -2.0 -1.9
C -2.187 -0.961 1.863 -1.5 -0.1 0.0
H -0.595 3.199 -0.038 1.7 2.4 -0.7
H -1.049 2.457 -2.681 -0.1 -1.4 1.6
C -1.245 -2.498 0.357 3.4 -2.1 -0.8
C -2.687 -0.263 -3.116 -3.2 0.0 3.7
H 1.631 -1.089 3.427 0.5 0.1 -1.0
C -0.962 -0.837 2.469 0.2 2.2 1.5
O 3.771 -0.254 0.826 0.6 0.8 0.6
H 4.329 1.976 0.629 0.9 0.0 -0.7
C -2.324 -1.849 0.823 -0.4 0.3 0.1
C -0.470 1.684 -2.026 -1.6 -0.4 -1.5
H -3.113 -0.416 2.094 0.7 -0.1 0.7
H 0.394 2.247 -1.837 1.9 0.5 -0.6
H 1.921 1.090 2.955 0.1 0.1 0.1
H -0.003 1.944 1.596 1.7 -1.4 0.3
N -2.665 -1.468 -2.186 0.0 3.3 -0.1
C -1.441 -0.054 -3.708 3.6 -0.2 -1.2
C 0.554 0.977 -0.015 2.9 -4.0 -0.3
H 2.319 -1.591 1.759 -0.9 1.1 0.9
H -1.190 -1.030 -4.184 0.3 0.6 -0.1
H -1.222 -3.238 -0.457 -0.8 0.5 0.3
H -2.399 -2.183 -2.815 -0.3 -1.5 -0.3
O 1.414 0.226 -0.585 -2.4 2.1 0.8
H -3.634 -1.450 -1.910 -0.2 -1.3 0.2
H -1.543 0.674 -4.493 0.1 0.4 -0.6
C 1.572 -0.937 2.314 -0.5 -1.1 0.7
C 1.813 0.548 2.022 0.6 1.6 -0.9
C 0.046 -2.298 0.888 -1.6 1.0 0.5
C -0.281 0.342 -2.783 0.9 1.0 -1.7
H -1.423 0.459 -0.488 -0.8 -0.3 0.5
```
Positions in Å, forces in eV/Å.

Results
Spin multiplicity: 1
Frontier orbital gap: 9.41 eV
Structure (SMILES): NCCCC[C@H](N)C(=O)N[C@@H](Cc1ccccc1)C(=O)O
M: 293.37 u
Charge: 0

3.
Entry from OMol25: a cluster of 2 separate species, C4H12NO in total (ωB97M-V with the def2-TZVPD basis set).

The geometry in XYZ format:
```
18
Properties=species:S:1:pos:R:3:forces:R:3
H -1.242 1.446 -1.685 -0.1 0.0 -0.1
C 0.573 1.019 0.169 -1.0 -0.3 1.7
N -0.747 0.315 -0.093 0.7 -0.8 -2.6
H 3.711 0.218 0.770 -0.8 0.0 -0.1
H -2.235 -0.113 -1.521 0.1 -0.2 0.4
H 1.557 -0.754 0.695 0.5 0.2 -0.4
H 3.195 1.724 0.283 -0.4 0.2 -0.9
H -3.521 -2.079 0.366 0.5 -0.4 -0.6
C 3.084 0.684 -0.026 1.7 -1.7 1.5
H 3.676 0.302 -0.865 -0.3 1.1 -0.3
O -2.730 -2.096 0.931 -1.2 0.6 0.0
H 0.702 1.908 -0.437 -0.6 0.1 -0.1
H -3.230 -1.898 1.740 0.8 -0.1 0.5
H 1.590 -0.452 -1.061 -0.2 0.3 0.5
H 0.444 1.272 1.253 0.7 0.2 -0.9
C 1.703 0.035 -0.070 -0.5 -0.6 0.1
C -1.441 0.526 -1.148 0.1 1.1 0.4
H -0.830 -0.658 0.216 -0.2 0.2 1.0
```
Positions in Å, forces in eV/Å.

Results
Spin multiplicity: 1
Frontier orbital gap: 10.11 eV
M: 90.15 u
Charge: +1

4.
Entry from OMol25: an isolated molecule of C3H4O (ωB97M-V with the def2-TZVPD basis set).

The geometry in XYZ format:
```
8
Properties=species:S:1:pos:R:3:forces:R:3
H -0.923 1.166 0.917 -0.4 0.3 0.5
C 0.756 0.246 0.030 -0.9 0.9 -0.2
H 2.833 -0.695 0.005 -0.8 0.6 -0.1
H -1.469 -0.947 0.921 0.3 1.0 -4.8
H -0.963 1.205 -0.852 0.2 0.5 -0.2
O -1.373 -0.595 -0.144 -1.7 -1.9 5.4
C -0.704 0.622 0.021 2.2 -0.7 -0.9
C 1.865 -0.197 -0.024 1.2 -0.7 0.3
```
Positions in Å, forces in eV/Å.

Results
Spin multiplicity: 1
Frontier orbital gap: 10.85 eV
Structure (SMILES): C#CCO
M: 56.06 u
Charge: 0

5.
Entry from OMol25: the ion C3H5N4O2 with charge +1 (ωB97M-V with the def2-TZVPD basis set).

The geometry in XYZ format:
```
14
Properties=species:S:1:pos:R:3:forces:R:3
C -1.341 1.485 0.225 4.5 -2.5 -1.2
N 0.690 -0.282 0.276 -0.8 0.6 0.3
N 1.411 0.367 1.430 1.9 0.8 0.1
O 1.181 1.530 1.533 -0.7 0.2 0.1
H -1.114 1.323 1.273 -0.6 0.6 0.2
O 2.231 -0.299 1.966 -1.0 -0.3 -0.4
N 1.251 -1.357 -0.187 0.2 -2.2 -0.8
H -2.314 1.228 -0.051 -1.6 0.5 -0.5
H -1.155 -0.838 -2.159 0.6 -0.5 2.3
C 0.446 -1.797 -1.127 1.2 -0.6 1.6
C -0.464 0.063 -0.292 -0.6 1.2 -0.5
H -0.743 2.380 -0.181 -1.5 -1.4 0.4
N -0.622 -0.974 -1.232 -1.5 2.9 -1.1
H 0.544 -2.827 -1.474 0.0 0.7 -0.7
```
Positions in Å, forces in eV/Å.

Results
Spin multiplicity: 1
Frontier orbital gap: 10.90 eV
Structure (SMILES): Cc1[nH+]cnn1[N+](=O)[O-]
M: 129.10 u
Charge: +1

6.
Entry from OMol25: a structure of composition C10H21ClF3O5P2PmS (ωB97M-V with the def2-TZVPD basis set).

The geometry in XYZ format:
```
44
Properties=species:S:1:pos:R:3:forces:R:3
H -3.042 -1.952 0.801 0.1 -0.5 -0.1
C -3.742 1.956 1.652 -2.0 -0.5 -0.1
H -2.013 -0.755 3.416 0.4 -0.3 0.1
C 3.466 -2.877 -1.634 0.2 0.7 0.3
H 3.473 -3.607 -2.497 -0.5 1.0 1.0
H -2.350 -3.439 1.573 0.0 0.3 -0.3
C -1.209 -1.503 3.293 0.1 0.0 0.0
H 0.023 1.164 -3.659 -0.2 0.5 0.1
O -1.438 1.990 2.822 -0.1 0.8 0.1
C -1.210 0.157 -0.530 -2.8 -0.1 -3.1
H 0.056 -3.809 2.306 0.0 0.2 -0.2
O -2.430 4.266 2.260 0.3 -1.5 0.1
C 0.146 2.097 -3.083 -0.2 -0.2 0.4
P -0.750 -1.658 1.528 -0.1 -0.8 1.3
S -2.172 2.918 1.890 -1.7 1.3 -0.8
O -1.497 2.747 0.542 0.0 0.1 1.0
H 3.014 1.902 -3.043 -0.1 -0.2 0.2
O -1.939 -0.113 -1.385 2.6 0.5 2.8
H 3.693 -3.381 -0.670 0.1 0.3 -0.7
H -0.309 -1.222 3.873 -0.5 -0.1 0.0
Cl 2.134 -0.905 0.057 1.0 -0.3 0.3
C 2.146 -2.150 -1.407 -3.4 -0.4 -2.4
C 0.414 -3.069 1.578 0.5 0.2 0.0
H -1.562 -2.496 3.610 0.1 0.4 0.2
F -4.252 1.686 2.874 0.6 0.5 -1.5
H 4.227 -2.068 -1.822 -0.6 -0.9 0.3
H 0.431 -3.534 0.579 0.1 0.2 0.4
H 2.355 3.230 -0.156 -0.2 0.2 -0.4
H 0.738 2.823 -3.656 -0.3 -0.2 0.1
H 2.405 0.228 -3.056 0.0 0.2 0.2
C -2.160 -2.604 0.880 -0.2 0.5 -0.5
Pm 0.053 1.331 1.344 1.7 -2.5 -2.2
H 1.422 -2.730 1.847 -0.3 -0.4 0.0
P 1.092 1.666 -1.584 0.4 0.8 -0.4
H -0.822 2.516 -2.780 0.2 -0.1 -0.4
H 3.391 0.800 -1.670 -0.1 0.2 -0.4
H 0.757 3.921 -0.669 0.3 -0.1 -0.1
O 1.074 -2.165 -1.967 3.5 -0.2 1.6
F -4.591 2.659 0.888 1.0 -0.5 1.1
C 1.627 3.323 -0.986 0.0 -0.1 0.0
H 2.112 3.798 -1.849 0.0 0.3 0.5
H -1.851 -2.996 -0.104 -0.5 0.1 0.3
C 2.633 1.089 -2.412 0.1 -0.2 0.4
F -3.540 0.767 1.006 0.5 1.1 0.8
```
Positions in Å, forces in eV/Å.

Results
Spin multiplicity: 5
Frontier orbital gap (alpha / beta): 7.46 / 7.93 eV
Expectation value of S²: 6.0124
M: 552.74 u
Charge: +2

What is the charge in the second record?
0

What is the formula in the fourth record?
C3H4O

Please write out number 2 again, unchanged.
Entry from OMol25: an isolated molecule of C15H23N3O3 (ωB97M-V with the def2-TZVPD basis set).

The geometry in XYZ format:
```
44
Properties=species:S:1:pos:R:3:forces:R:3
C -0.817 1.338 -0.542 2.1 0.9 -2.4
H 0.609 0.363 -3.500 -0.8 0.0 1.4
H -2.146 2.745 -0.233 1.2 0.2 0.9
H -0.791 -0.168 3.336 -0.5 -0.2 -0.5
O 3.439 1.957 0.958 -0.4 0.9 0.7
N -1.210 2.496 0.171 -4.8 -1.2 0.9
H -0.135 -0.379 -2.004 0.3 -0.7 -0.2
C 3.144 0.697 1.217 -1.1 -1.9 -0.2
H -3.052 0.663 -2.549 0.3 -1.2 -0.5
H -3.403 -0.497 -3.856 -1.1 0.2 -1.1
H 0.882 -2.829 0.458 0.2 0.2 0.0
H -3.249 -2.040 0.352 -1.0 0.1 -0.3
N 0.804 1.332 1.248 -1.5 0.7 1.1
C 0.178 -1.365 1.940 1.2 -2.0 -1.9
C -2.187 -0.961 1.863 -1.5 -0.1 0.0
H -0.595 3.199 -0.038 1.7 2.4 -0.7
H -1.049 2.457 -2.681 -0.1 -1.4 1.6
C -1.245 -2.498 0.357 3.4 -2.1 -0.8
C -2.687 -0.263 -3.116 -3.2 0.0 3.7
H 1.631 -1.089 3.427 0.5 0.1 -1.0
C -0.962 -0.837 2.469 0.2 2.2 1.5
O 3.771 -0.254 0.826 0.6 0.8 0.6
H 4.329 1.976 0.629 0.9 0.0 -0.7
C -2.324 -1.849 0.823 -0.4 0.3 0.1
C -0.470 1.684 -2.026 -1.6 -0.4 -1.5
H -3.113 -0.416 2.094 0.7 -0.1 0.7
H 0.394 2.247 -1.837 1.9 0.5 -0.6
H 1.921 1.090 2.955 0.1 0.1 0.1
H -0.003 1.944 1.596 1.7 -1.4 0.3
N -2.665 -1.468 -2.186 0.0 3.3 -0.1
C -1.441 -0.054 -3.708 3.6 -0.2 -1.2
C 0.554 0.977 -0.015 2.9 -4.0 -0.3
H 2.319 -1.591 1.759 -0.9 1.1 0.9
H -1.190 -1.030 -4.184 0.3 0.6 -0.1
H -1.222 -3.238 -0.457 -0.8 0.5 0.3
H -2.399 -2.183 -2.815 -0.3 -1.5 -0.3
O 1.414 0.226 -0.585 -2.4 2.1 0.8
H -3.634 -1.450 -1.910 -0.2 -1.3 0.2
H -1.543 0.674 -4.493 0.1 0.4 -0.6
C 1.572 -0.937 2.314 -0.5 -1.1 0.7
C 1.813 0.548 2.022 0.6 1.6 -0.9
C 0.046 -2.298 0.888 -1.6 1.0 0.5
C -0.281 0.342 -2.783 0.9 1.0 -1.7
H -1.423 0.459 -0.488 -0.8 -0.3 0.5
```
Positions in Å, forces in eV/Å.

Results
Spin multiplicity: 1
Frontier orbital gap: 9.41 eV
Structure (SMILES): NCCCC[C@H](N)C(=O)N[C@@H](Cc1ccccc1)C(=O)O
M: 293.37 u
Charge: 0

What is the spin multiplicity in the first record?
1